Formula: CH4AlAs2F12O
Source: the Open Molecules 2025 dataset
Level of theory: wB97M-V/def2-TZVPD

Geometry as XYZ:
```
21
Properties=species:S:1:pos:R:3:forces:R:3:nbo_charge:R:1
Al 19.7735 24.7506 9.9895 1.63 0.18 -0.54 1.534
As 21.0252 21.3623 12.9298 0.77 -1.19 1.67 2.796
F 20.7485 22.5819 14.1871 -0.22 -0.60 -0.79 -0.477
F 21.5376 20.1984 14.0988 -0.07 0.82 -0.73 -0.547
F 21.4760 20.3235 11.6031 -0.30 0.74 0.46 -0.508
F 20.4266 22.5554 11.7283 -0.50 0.98 -1.10 -0.634
F 22.5961 22.1544 12.8280 -0.49 -0.32 -0.21 -0.457
F 19.4182 20.7345 13.0037 0.43 0.60 -0.23 -0.527
As 23.2428 27.1528 8.7188 2.17 0.81 -0.13 2.802
F 23.6350 25.7698 7.6826 -0.62 0.93 0.63 -0.560
F 24.7333 27.9389 8.4123 -0.72 -0.20 0.03 -0.552
F 22.6277 28.3747 9.8151 0.42 -0.80 -0.66 -0.549
F 21.6309 26.3622 8.9905 -1.85 -1.43 0.57 -0.652
F 23.9645 26.2777 10.0537 -0.94 0.25 -0.53 -0.538
F 22.4769 27.9715 7.3625 0.06 -0.71 0.64 -0.542
C 20.2367 25.4557 6.0264 -0.44 0.86 0.47 -0.264
O 19.6238 24.6950 7.0697 0.26 -0.46 0.54 -0.607
H 20.7015 26.3556 6.4412 0.56 -0.30 0.30 0.263
H 21.0051 24.7511 5.6692 0.31 0.34 -0.40 0.277
H 19.5297 25.8491 5.2977 -0.11 -0.69 -0.20 0.222
H 19.0113 24.0574 6.6664 -0.33 0.19 0.19 0.520
```
Positions in Å, forces in eV/Å.

Properties
Total energy = -164019.780 eV
Total charge = +1
Molar mass = 436.84 Da
Multiplicity = 1

---

Formula: CH4B2F6HgN2O
Source: the Open Molecules 2025 dataset
Level of theory: wB97M-V/def2-TZVPD

Geometry as XYZ:
```
17
Properties=species:S:1:pos:R:3:forces:R:3:mulliken_spin:R:1
Hg 1.4660 1.8738 -0.7093 -0.24 -0.51 -0.26 0.532
N 1.9997 0.1711 3.3607 -0.07 0.05 0.01 0.001
C 2.4552 0.0936 2.0665 0.08 -0.04 0.05 0.001
N 2.1501 -1.0753 1.4201 0.02 -0.04 0.04 0.007
O 3.1527 0.9713 1.5638 0.00 -0.02 -0.12 -0.010
H 1.1027 -0.2732 3.5246 0.01 0.00 0.00 0.000
H 2.0776 1.1043 3.7303 -0.01 0.00 -0.03 0.000
H 1.3136 -1.5449 1.7399 -0.02 0.04 -0.02 -0.001
H 2.2263 -1.0109 0.4178 0.06 -0.02 0.01 -0.002
F -0.4466 0.2403 1.0011 -0.01 0.06 0.02 -0.020
B -1.3020 -0.5324 1.8227 -0.04 -0.09 -0.05 -0.003
F -1.8805 -1.5497 1.0637 -0.02 -0.01 -0.01 0.000
F -0.4933 -1.1385 2.8462 0.01 -0.02 0.01 -0.001
F -2.2621 0.2775 2.4167 -0.01 0.02 0.04 0.000
F -0.3740 -0.2517 -2.4859 -0.06 -0.09 -0.01 0.012
B 0.7663 -0.1544 -1.8257 0.39 0.87 0.27 0.476
F 1.6393 -1.1489 -2.0021 -0.09 -0.19 0.04 0.008
```
Positions in Å, forces in eV/Å.

Properties
Total energy = -27974.267 eV
Total charge = -1
Molar mass = 396.26 Da
Multiplicity = 2
⟨S²⟩ = 0.760

---

Formula: CH4BBrO2
Source: the Open Molecules 2025 dataset
Level of theory: wB97M-V/def2-TZVPD

Geometry as XYZ:
```
9
Properties=species:S:1:pos:R:3:forces:R:3:nbo_charge:R:1
O 0.4818 0.9073 0.5533 0.45 -0.02 1.33 -0.886
B 0.3232 -0.4295 0.3991 -1.98 -0.01 -3.95 1.124
O 0.4511 -1.4687 1.2641 -0.27 0.12 -1.34 -0.891
C -0.5285 -0.6801 -1.2659 -0.82 -0.58 4.30 -0.791
Br 0.5258 -0.8428 -2.8641 -0.01 -0.50 0.23 0.020
H 0.7211 1.1610 1.4616 0.06 0.14 -0.37 0.481
H 0.6937 -1.2428 2.1447 0.41 0.23 1.15 0.491
H -1.2373 -1.5527 -0.9005 1.51 1.17 -1.79 0.228
H -1.1973 0.1858 -1.4700 0.66 -0.55 0.45 0.225
```
Positions in Å, forces in eV/Å.

Properties
Total energy = -75917.355 eV
Molar mass = 138.76 Da
Multiplicity = 1
SMILES string = OB(O)CBr